{
  "formula": "C5H9NO2",
  "method": "ωB97M-V/def2-TZVPD",
  "elements": ["C", "N", "C", "C", "C", "O", "C", "O", "H", "H", "H", "H", "H", "H", "H", "H", "H"],
  "coordinates": [[2.466568, 0.056418, -0.330731], [1.082536, -0.070809, -0.045276], [0.115215, 1.002941, -0.469097], [-1.062153, -0.107096, -0.091988], [-1.849691, 0.191555, 1.150456], [-1.796678, -0.377718, -1.243567], [0.147319, -0.982780, 0.177383], [0.177315, -2.169978, 0.459408], [2.693525, 0.116156, -1.338808], [2.765803, 0.996500, 0.108677], [3.065528, -0.753160, 0.020465], [0.138860, 1.141781, -1.542821], [0.167230, 1.861860, 0.091900], [-2.528991, 0.946753, 0.916292], [-1.382982, 0.346375, 2.128095], [-2.361504, -0.776857, 1.239583], [-1.837903, -1.421942, -1.229968]],
  "atomic_forces_ev_per_a": [[0.1, 0.0, 1.8], [-1.0, 2.3, -0.9], [-0.9, -4.0, -0.5], [3.4, 3.4, 0.1], [-0.2, -2.3, -0.1], [-0.3, -3.8, 0.6], [-0.6, -2.8, 0.0], [0.2, 0.4, -0.1], [0.0, 0.2, -2.4], [0.5, 0.2, 0.3], [0.2, -0.6, 0.8], [0.0, 0.3, -0.2], [0.1, 2.1, 1.3], [-1.3, 1.3, -0.1], [0.6, 0.2, -0.6], [-0.6, 0.3, 0.5], [-0.2, 2.9, -0.4]],
  "mulliken_charge": [-0.96, 0.08, -0.99, 1.23, -1.54, -0.60, 0.17, -0.69, 0.39, 0.31, 0.37, 0.33, 0.39, 0.41, 0.36, 0.34, 0.42],
  "homo_energy_ev": -9.478,
  "smiles": "CN1C[C@@](C)(O)C1=O",
  "e_lumo_ha": 0.0283,
  "homo_lumo_gap_ha": 0.3766
}



{
  "formula": "C6H12O",
  "method": "ωB97M-V/def2-TZVPD",
  "elements": ["O", "C", "C", "C", "C", "C", "C", "H", "H", "H", "H", "H", "H", "H", "H", "H", "H", "H", "H"],
  "coordinates": [[-2.081342, -1.393311, 0.614666], [-2.411485, -0.197508, 0.359902], [-1.514467, 0.819326, -0.151733], [-0.236523, 0.373839, -0.873493], [0.785358, -0.324755, 0.040789], [2.030371, -0.771252, -0.712900], [1.029586, 0.499036, 1.321137], [-3.225909, 0.171544, 1.008707], [-1.816822, 1.850343, -0.312657], [-2.535326, 0.083859, -0.823550], [0.184809, 1.119441, -1.550366], [-0.614901, -0.443849, -1.504734], [0.220315, -1.179018, 0.414207], [1.717383, -1.218761, -1.659604], [2.647360, 0.104222, -0.948523], [2.583611, -1.505193, -0.134600], [1.769809, -0.034608, 1.919024], [0.089750, 0.527553, 1.875203], [1.378430, 1.519085, 1.118528]],
  "atomic_forces_ev_per_a": [[-0.2, 0.6, -1.2], [1.3, -1.2, 4.6], [0.1, -0.9, -2.5], [-0.7, -0.9, 0.1], [-0.7, 0.5, 0.8], [-0.6, 0.6, -0.1], [0.3, -0.4, -0.6], [-0.5, 0.5, -0.9], [-0.4, -0.1, 0.4], [0.4, 1.5, -1.0], [-0.1, 0.2, 0.3], [0.3, 0.1, -0.2], [0.3, -0.3, -0.2], [0.2, -0.1, 0.0], [0.1, -0.2, 0.1], [0.2, 0.0, 0.0], [0.0, 0.2, 0.2], [0.1, 0.2, 0.1], [0.0, -0.1, 0.1]],
  "mulliken_charge": [-0.62, -0.01, -0.62, -0.77, 0.81, -1.51, -1.43, 0.39, 0.39, 0.16, 0.49, 0.31, 0.21, 0.38, 0.33, 0.39, 0.40, 0.37, 0.33],
  "homo_energy_ev": -8.963,
  "e_lumo_ha": 0.0109,
  "homo_lumo_gap_ha": 0.3403
}



{
  "formula": "C28H28Cl3GeN3PbSi",
  "method": "ωB97M-V/def2-TZVPD",
  "elements": ["Pb", "C", "C", "C", "C", "C", "C", "Ge", "C", "C", "C", "C", "C", "C", "C", "C", "C", "C", "C", "C", "H", "H", "H", "H", "H", "H", "H", "H", "H", "H", "H", "H", "H", "H", "H", "Cl", "Si", "Cl", "Cl", "C", "C", "C", "C", "N", "H", "H", "H", "H", "H", "H", "H", "H", "H", "N", "C", "C", "C", "C", "N", "C", "C", "H", "H", "H", "H"],
  "coordinates": [[-1.160778, 0.506236, 1.061229], [3.143813, -0.221773, -3.975971], [2.328753, 0.854525, -3.645219], [1.920682, 1.039235, -2.330265], [2.328447, 0.169183, -1.313921], [3.159218, -0.895587, -1.662598], [3.563276, -1.091967, -2.978584], [1.613579, 0.427323, 0.515395], [2.459813, -1.022331, 1.577568], [3.344893, -0.791921, 2.631496], [3.773470, -1.831572, 3.450962], [3.316095, -3.124487, 3.236415], [2.450244, -3.379056, 2.179398], [2.028814, -2.337283, 1.362788], [2.534884, 2.071845, 1.160209], [2.252282, 2.524157, 2.452641], [2.738674, 3.737981, 2.920497], [3.512104, 4.538846, 2.090201], [3.809543, 4.105956, 0.805421], [3.324447, 2.886501, 0.347789], [3.450328, -0.380754, -5.002949], [1.999000, 1.543157, -4.415110], [1.264827, 1.870819, -2.090164], [3.489398, -1.588598, -0.895929], [4.201579, -1.932239, -3.228097], [3.696387, 0.216828, 2.818931], [4.456080, -1.627219, 4.268339], [3.629607, -3.928896, 3.891679], [2.088522, -4.386123, 2.004504], [1.324427, -2.525875, 0.558386], [1.618848, 1.922827, 3.099814], [2.493552, 4.072216, 3.922111], [3.872940, 5.499477, 2.438219], [4.406091, 4.728213, 0.147963], [3.547787, 2.569771, -0.665527], [0.233977, 4.190027, -1.034673], [-1.280107, 3.091069, -0.076087], [-1.106268, 3.877415, 1.906071], [-2.995707, 4.194904, -0.714301], [-0.454452, -1.870047, -2.499733], [-1.405900, -2.015539, -1.300493], [-1.409774, -3.488766, -0.846820], [-2.831059, -1.665513, -1.773744], [-0.964169, -1.164467, -0.244405], [-0.768036, -2.534061, -3.308958], [0.568382, -2.115636, -2.206826], [-0.454170, -0.837347, -2.854850], [-1.713194, -4.152946, -1.662973], [-2.103008, -3.613282, -0.011201], [-0.414283, -3.777853, -0.504552], [-3.133941, -2.306377, -2.607954], [-2.869348, -0.620806, -2.092459], [-3.541926, -1.802118, -0.955695], [-9.360673, 0.061709, 0.224621], [-8.218674, 0.104943, 0.333993], [-6.782226, 0.162599, 0.452369], [-6.103151, -0.637905, 1.360196], [-4.725144, -0.527245, 1.425893], [-4.016289, 0.288196, 0.652748], [-4.671981, 1.034625, -0.232471], [-6.052865, 1.022540, -0.357030], [-6.637008, -1.328948, 1.997680], [-4.151696, -1.127569, 2.126323], [-4.067507, 1.675472, -0.861344], [-6.551422, 1.663496, -1.070958]],
  "atomic_forces_ev_per_a": [[0.6, -0.1, 0.3], [0.0, 0.0, 0.1], [0.0, 0.0, 0.0], [0.0, -0.1, 0.0], [-0.3, 0.0, -0.1], [0.0, 0.0, 0.0], [0.0, 0.0, 0.0], [0.5, 0.4, 0.1], [-0.3, -0.1, 0.1], [0.0, 0.0, -0.1], [0.0, 0.0, 0.0], [0.0, 0.0, 0.0], [0.0, 0.1, 0.0], [0.0, 0.1, 0.1], [-0.2, 0.1, 0.0], [0.0, 0.0, -0.1], [0.0, 0.0, 0.0], [0.0, 0.0, 0.0], [0.0, 0.0, 0.0], [0.0, -0.1, 0.1], [0.0, 0.0, 0.0], [0.0, 0.0, 0.0], [0.0, 0.0, 0.0], [0.0, 0.0, 0.0], [0.0, 0.0, 0.0], [0.0, 0.0, 0.0], [0.0, 0.0, 0.0], [0.0, 0.0, 0.0], [0.0, 0.0, 0.0], [0.0, 0.0, 0.1], [0.0, 0.0, 0.0], [0.0, 0.0, 0.0], [0.0, 0.0, 0.0], [0.0, 0.0, 0.0], [0.0, 0.0, 0.0], [0.1, 0.0, -0.2], [0.0, 0.4, 0.3], [0.0, 0.0, 0.0], [-0.1, -0.1, -0.1], [0.1, 0.2, 0.2], [-0.4, 0.1, -0.2], [0.1, 0.1, 0.1], [0.1, 0.1, 0.0], [0.1, -0.8, -0.2], [0.0, 0.0, 0.0], [0.0, 0.0, 0.0], [0.0, 0.0, 0.0], [0.0, 0.0, 0.0], [0.0, 0.0, 0.0], [0.0, 0.0, 0.0], [0.0, 0.0, 0.0], [0.0, 0.0, 0.0], [0.0, 0.0, 0.0], [-0.1, 0.0, 0.0], [0.2, 0.0, 0.0], [0.0, 0.1, -0.1], [-0.1, -0.1, 0.1], [0.1, 0.0, 0.1], [-0.6, 0.0, -0.2], [0.0, 0.0, 0.1], [0.0, 0.1, -0.1], [0.0, 0.0, 0.0], [0.0, 0.0, 0.0], [0.0, 0.1, 0.0], [0.0, 0.0, 0.0]],
  "lowdin_spin": [0.03, 0.00, 0.00, 0.00, 0.00, 0.00, 0.00, 0.05, 0.00, 0.00, 0.00, 0.00, 0.00, 0.00, 0.02, 0.00, 0.00, 0.00, 0.00, 0.00, 0.00, 0.00, 0.00, 0.00, 0.00, 0.00, 0.00, 0.00, 0.00, 0.00, 0.00, 0.00, 0.00, 0.00, 0.00, 0.01, 0.01, 0.00, 0.00, 0.04, 0.08, 0.01, 0.02, 0.72, 0.01, 0.00, 0.00, 0.00, 0.00, 0.00, 0.00, 0.00, 0.00, 0.00, 0.00, 0.00, 0.00, 0.00, 0.00, 0.00, 0.00, 0.00, 0.00, 0.00, 0.00],
  "multiplicity": 2,
  "homo_energy_ev": [-4.112, -4.430],
  "charge": -1,
  "e_lumo_ha": [0.0603, 0.0599],
  "homo_lumo_gap_ha": [0.2114, 0.2227]
}



{
  "formula": "C30H47ClLaP2",
  "method": "ωB97M-V/def2-TZVPD",
  "elements": ["La", "C", "C", "C", "C", "C", "C", "H", "H", "H", "C", "H", "H", "H", "C", "H", "H", "H", "C", "H", "H", "H", "C", "H", "H", "H", "C", "C", "C", "C", "C", "C", "C", "C", "H", "H", "H", "H", "H", "H", "H", "H", "H", "H", "H", "H", "P", "C", "C", "P", "C", "C", "C", "H", "H", "H", "H", "H", "H", "H", "H", "H", "H", "H", "H", "H", "H", "Cl", "C", "C", "C", "C", "C", "C", "C", "H", "H", "H", "H", "H", "H"],
  "coordinates": [[0.257385, -0.220367, -2.531219], [-0.956943, -1.737765, 0.763851], [0.347376, -1.985233, 0.237360], [0.555935, -0.488505, 1.968976], [-0.819300, -0.821402, 1.836210], [1.277730, -1.186082, 0.967663], [-2.216469, -2.391450, 0.361756], [-2.196390, -2.758522, -0.672222], [-3.064629, -1.697149, 0.450559], [-2.438303, -3.254600, 1.013117], [-1.915699, -0.351743, 2.702888], [-2.757910, -1.052167, 2.683956], [-2.311712, 0.626084, 2.395568], [-1.577510, -0.251427, 3.741831], [1.146055, 0.393881, 2.992220], [0.650890, 0.246605, 3.962076], [1.051807, 1.459874, 2.739056], [2.214512, 0.182183, 3.115451], [2.744626, -1.170392, 0.797503], [3.227218, -1.915940, 1.453143], [3.160401, -0.189782, 1.068265], [3.065948, -1.389368, -0.231701], [0.715161, -3.021545, -0.765682], [1.162341, -3.899065, -0.265702], [1.481360, -2.684790, -1.495074], [-0.152604, -3.401578, -1.324397], [-1.592651, 1.893884, -4.966421], [-2.168516, 0.551218, -5.491053], [-1.334702, -0.408172, -6.346095], [0.188627, -0.374366, -6.242659], [0.711338, -0.024805, -4.818213], [1.637738, 1.214088, -4.752979], [0.970000, 2.482752, -5.404339], [-0.491330, 2.513516, -5.839697], [-1.613295, -0.236125, -7.395487], [0.612415, 0.338124, -6.960308], [-1.677463, -1.431977, -6.129044], [-0.603979, 2.188919, -6.882138], [-2.395514, 2.643228, -4.944715], [-3.161221, 0.661401, -5.955489], [-0.765081, 3.579229, -5.878969], [1.127390, 3.354251, -4.756750], [2.553341, 0.978511, -5.335484], [1.572734, 2.738840, -6.292548], [0.620096, -1.352370, -6.505729], [1.075942, -0.998554, -4.336656], [-2.603342, 0.078235, -3.766656], [-4.094176, 0.724493, -3.087292], [-1.924080, -1.580803, -3.502621], [2.310089, 1.590000, -3.063242], [-1.323163, 1.350108, -3.556820], [3.477962, 0.164677, -2.917895], [3.208421, 3.122923, -2.952881], [-3.810859, 1.432284, -2.287959], [-4.714123, -0.070249, -2.647162], [-4.705466, 1.245873, -3.842245], [-0.947582, -1.785157, -4.014039], [-2.598491, -2.323157, -3.958389], [-1.849445, -1.856712, -2.422605], [3.236418, 3.652118, -3.916792], [4.235489, 2.956370, -2.588754], [2.680568, 3.756027, -2.212697], [-1.215170, 1.946980, -2.629096], [-0.237201, 0.412262, -4.336984], [4.077525, 0.275027, -2.004223], [4.144126, 0.157242, -3.785694], [2.996324, -0.833935, -2.865801], [-0.611141, 5.941322, -0.137692], [-0.883857, 5.188896, 1.363165], [-1.195178, 5.953486, 2.480804], [-1.405319, 5.337837, 3.723110], [-1.302760, 3.949349, 3.838470], [-0.982223, 3.173532, 2.730295], [-0.741274, 3.747318, 1.435557], [-0.400546, 2.961123, 0.331139], [-1.273258, 7.033011, 2.383385], [-1.653532, 5.942454, 4.598849], [-1.473529, 3.456102, 4.799531], [-0.932636, 2.088137, 2.821137], [-1.040257, 2.942947, -0.546450], [0.495541, 2.332635, 0.353965]],
  "atomic_forces_ev_per_a": [[0.8, -2.0, 7.6], [1.0, 0.9, -0.1], [-0.2, 1.1, -0.5], [-0.7, -0.8, -1.1], [1.1, -0.4, -0.7], [-1.2, 0.3, -0.2], [-0.7, -0.4, 0.2], [0.0, -0.1, 0.1], [0.1, -0.2, -0.1], [-0.1, 0.1, -0.3], [-0.6, 0.3, 0.3], [0.1, 0.1, 0.2], [-0.1, -0.1, 0.1], [-0.2, 0.0, -0.1], [0.3, 0.4, 0.4], [0.2, 0.1, -0.1], [0.2, -0.1, 0.1], [-0.2, 0.1, 0.1], [0.8, -0.1, 0.2], [0.1, 0.2, -0.2], [0.0, -0.2, -0.1], [0.0, 0.0, 0.1], [0.3, -0.6, 0.1], [0.0, 0.1, -0.3], [-0.1, -0.1, 0.0], [0.1, 0.1, 0.0], [-0.3, 0.1, 0.0], [-2.0, -0.1, -0.4], [-0.4, -0.6, -0.4], [1.3, 0.1, 0.3], [0.4, 0.1, -2.8], [0.7, 0.4, -1.3], [0.9, 0.2, 0.0], [-0.3, 0.7, -0.1], [0.1, -0.1, 0.3], [-0.1, -0.2, 0.1], [0.0, 0.2, -0.2], [0.0, -0.2, 0.3], [0.0, -0.3, -0.1], [0.5, 0.2, -0.5], [0.3, -0.2, -0.1], [-0.1, -0.3, 0.2], [-0.5, 0.0, 0.1], [-0.3, -0.1, 0.3], [-0.3, 0.2, -0.1], [0.3, 0.4, -1.3], [3.1, 1.6, -0.7], [-1.8, -0.4, 0.7], [-1.6, -1.0, 1.0], [-0.7, -1.4, 0.9], [-1.1, 0.4, 1.1], [0.5, 0.3, 0.0], [0.4, 1.1, 0.0], [-0.1, -0.4, -0.4], [0.0, 0.2, -0.1], [0.3, -0.2, 0.2], [0.0, 0.2, 0.2], [0.2, 0.2, 0.2], [-0.2, 0.0, -0.6], [0.2, -0.1, 0.3], [-0.4, 0.0, -0.2], [0.3, -0.3, -0.5], [-0.6, 0.2, -0.7], [0.5, -0.2, -1.4], [-0.2, -0.1, -0.2], [0.1, -0.2, 0.1], [0.1, 0.4, 0.0], [0.1, 0.5, -0.8], [-0.1, -2.0, 1.1], [-0.1, -0.2, 0.3], [0.1, -0.1, -0.3], [0.0, 0.1, -0.1], [0.3, 0.3, -0.9], [-1.0, 2.3, 3.0], [0.7, -1.3, -1.5], [0.0, -0.2, 0.0], [0.1, -0.2, -0.4], [0.0, 0.2, -0.3], [0.0, 0.4, 0.0], [0.3, 0.2, -0.1], [-0.5, -0.1, 0.1]],
  "mulliken_charge": [0.14, 0.31, -0.38, 0.72, 0.98, 0.38, -1.70, 0.44, 0.35, 0.33, -1.77, 0.45, 0.27, 0.38, -1.67, 0.34, 0.21, 0.46, -1.54, 0.30, 0.39, 0.26, -0.73, 0.38, 0.21, 0.29, 0.94, -0.63, -0.95, -1.27, 2.10, -0.37, -1.10, -1.48, 0.53, 0.49, 0.32, 0.30, 0.57, 0.62, 0.49, 0.58, 0.71, 0.20, 0.41, 0.31, 0.90, -1.18, -1.38, 0.70, -1.04, -1.57, -1.21, 0.40, 0.41, 0.42, 0.60, 0.60, -0.23, 0.42, 0.47, 0.29, -0.28, -1.07, 0.42, 0.45, 0.44, -0.23, 0.80, -0.59, -0.29, -1.02, 0.03, 0.16, -1.64, 0.41, 0.36, 0.40, 0.55, 0.50, 0.39],
  "homo_energy_ev": [-8.106, -7.825],
  "charge": 1,
  "e_lumo_ha": [-0.1087, -0.1059],
  "homo_lumo_gap_ha": [0.1892, 0.1817]
}



We obtain calculated total energy values of -10914.676 -8461.018 -141173.246 -63816.991 eV for the records listed above, in that order.
We obtain ΔE to the lowest compared entry with this formula, charge and spin values of 43.8 76.9 16.2 116.8 kcal per mole for the records listed above, in that order.